No. 1
Computed, not measured: a cluster of 5 separate species, C21H41Br2N4O8 in total in a non-equilibrium geometry, with ωB97M-V/def2-TZVPD.

The geometry in XYZ format:
```
76
C21H41Br2N4O8, DFT ωB97M-V/def2-TZVPD
C 5.048 0.986 1.673
C 3.531 0.495 1.697
Br 2.777 1.107 3.462
C 2.648 0.971 0.453
Br 3.507 0.456 -1.291
N 1.381 0.156 0.500
C 0.264 0.575 1.110
N -0.886 -0.294 1.129
C -1.789 0.520 1.898
N -1.250 1.777 2.284
N 0.024 1.805 1.775
H 5.535 0.977 0.650
H 5.627 0.290 2.380
H 5.160 2.034 2.117
H 3.483 -0.646 1.721
H 2.408 2.090 0.460
H 1.406 -0.778 0.075
H -2.856 0.271 2.196
H -1.648 2.549 2.833
H 0.726 2.548 1.832
O 3.015 -2.887 -6.715
C 2.134 -2.243 -6.199
O 2.198 -1.933 -4.893
C 1.316 -1.011 -4.235
C 0.047 -1.700 -3.782
C 0.910 -1.853 -6.983
H 1.121 -0.139 -4.864
H 1.856 -0.646 -3.360
H -0.521 -2.097 -4.627
H -0.593 -1.007 -3.232
H 0.282 -2.547 -3.135
H 0.200 -2.683 -6.972
H 1.208 -1.649 -8.012
H 0.424 -0.949 -6.622
O 2.615 6.050 1.688
C 2.647 6.180 0.487
O 1.884 5.398 -0.296
C 1.690 5.594 -1.707
C 2.794 4.932 -2.503
C 3.600 7.151 -0.155
H 1.575 6.653 -1.945
H 0.737 5.119 -1.950
H 3.771 5.365 -2.279
H 2.611 5.032 -3.575
H 2.855 3.869 -2.252
H 4.576 6.675 -0.262
H 3.695 8.024 0.493
H 3.265 7.525 -1.120
O -1.419 -2.856 -1.398
C -1.707 -4.023 -1.537
O -0.901 -4.837 -2.236
C -1.042 -6.266 -2.291
C -2.026 -6.675 -3.368
C -3.008 -4.561 -1.007
H -1.299 -6.672 -1.311
H -0.054 -6.659 -2.540
H -3.027 -6.290 -3.167
H -2.084 -7.763 -3.442
H -1.720 -6.273 -4.337
H -3.798 -4.364 -1.734
H -3.242 -4.047 -0.074
H -2.983 -5.623 -0.771
O -4.798 0.951 3.854
C -4.660 0.591 5.003
O -3.455 0.655 5.590
C -3.225 0.446 6.994
C -3.056 -1.026 7.306
C -5.811 -0.013 5.759
H -4.008 0.915 7.593
H -2.299 0.972 7.231
H -3.957 -1.595 7.068
H -2.825 -1.171 8.363
H -2.246 -1.452 6.708
H -5.877 -1.076 5.519
H -6.730 0.483 5.447
H -5.746 0.116 6.837
```

As for the spin multiplicity: 1. For the highest occupied orbital energy, the calculation gives -11.525 eV. For the electronic energy, the calculation gives -6793.477516 Ha. As for the total charge: +1.

---

No. 2
Computed, not measured: a cluster of 3 separate species, C21H41BrN3O2 in total in a non-equilibrium geometry, with ωB97M-V/def2-TZVPD.

The geometry in XYZ format:
```
68
C21H41BrN3O2, DFT ωB97M-V/def2-TZVPD
N -1.433 3.477 1.305
C -2.343 2.633 1.517
C -2.185 1.180 1.270
C -1.830 0.781 -0.137
Br -2.414 1.969 -1.547
H -1.785 4.398 1.557
H -3.301 2.955 1.927
H -1.379 0.809 1.922
H -3.065 0.616 1.557
H -2.292 -0.168 -0.356
C 0.831 0.396 -3.888
C 0.307 1.421 -4.927
C -1.177 1.179 -5.206
C -1.446 -0.062 -6.056
C -0.616 -0.032 -7.340
C 0.876 0.172 -7.075
N 1.110 1.348 -6.187
O 0.959 2.434 -6.869
C 1.468 -1.112 -6.465
C 1.613 0.355 -8.398
C 0.475 2.783 -4.261
H 0.231 -0.513 -3.850
H 1.865 0.119 -4.088
H 0.815 0.816 -2.884
H -1.598 2.048 -5.723
H -1.710 1.096 -4.258
H -1.241 -0.972 -5.488
H -2.507 -0.099 -6.314
H -0.760 -0.961 -7.897
H -0.988 0.773 -7.983
H 2.512 -0.964 -6.185
H 1.433 -1.920 -7.197
H 0.930 -1.474 -5.593
H 1.211 1.179 -8.984
H 1.518 -0.550 -8.997
H 2.676 0.540 -8.231
H 1.526 2.992 -4.055
H -0.060 2.790 -3.311
H 0.076 3.598 -4.863
C 2.491 -0.844 5.671
C 1.128 -0.269 5.205
C 0.409 0.382 6.398
C -0.178 -0.633 7.373
C -1.049 -1.634 6.620
C -0.313 -2.291 5.445
N 0.326 -1.317 4.543
O -0.709 -0.672 3.824
C 0.718 -3.293 6.003
C -1.300 -3.141 4.658
C 1.469 0.827 4.204
H 2.516 -1.078 6.738
H 2.741 -1.745 5.112
H 3.304 -0.135 5.494
H -0.404 1.012 6.025
H 1.101 1.047 6.929
H 0.614 -1.147 7.929
H -0.784 -0.112 8.122
H -1.410 -2.404 7.314
H -1.938 -1.115 6.248
H 1.307 -3.725 5.192
H 0.209 -4.113 6.519
H 1.403 -2.864 6.731
H -2.142 -2.553 4.299
H -1.697 -3.940 5.295
H -0.812 -3.603 3.797
H 1.987 0.412 3.335
H 2.130 1.564 4.674
H 0.583 1.355 3.857
```

As for the spin multiplicity: 3. For the highest occupied orbital energy (alpha / beta), the calculation gives -1.974 / -1.973 eV. For the electronic energy, the calculation gives -3713.329008 Ha. As for the total charge: -1.

---

No. 3
Computed, not measured: a cluster of 4 separate species, C21H41BrO16S3 in total, with ωB97M-V/def2-TZVPD.

The geometry in XYZ format:
```
82
C21H41BrO16S3, DFT ωB97M-V/def2-TZVPD
C 2.977 -5.108 3.530
C 3.144 -3.746 4.207
C 4.639 -3.411 4.312
C 2.375 -2.569 3.542
C 1.347 -2.967 2.478
C 0.294 -1.934 2.094
Br 1.050 -0.092 2.171
O -0.065 -2.097 0.745
C -1.301 -1.522 0.575
O -1.709 -1.069 -0.432
O -1.961 -1.541 1.750
C -1.092 -1.990 2.811
C -1.207 -1.023 3.995
C -2.350 -1.329 4.937
O -3.511 -1.190 4.684
O -1.907 -1.786 6.124
C -1.535 -3.382 3.282
C -1.424 -4.666 2.470
O -1.794 -5.694 2.942
O -0.954 -4.578 1.187
H 3.352 -5.088 2.501
H 3.543 -5.862 4.083
H 1.941 -5.459 3.517
H 2.771 -3.854 5.232
H 5.174 -3.755 3.420
H 4.810 -2.337 4.415
H 5.094 -3.913 5.170
H 1.875 -1.991 4.326
H 3.097 -1.894 3.076
H 1.854 -3.230 1.545
H 0.822 -3.859 2.825
H -0.270 -1.022 4.551
H -1.388 -0.026 3.593
H -2.689 -1.931 6.682
H -1.043 -3.600 4.236
H -2.606 -3.296 3.495
H -0.016 -4.799 1.122
C 3.790 4.407 -2.835
C 2.941 3.887 -1.700
O 2.420 2.555 -1.953
S 3.409 1.332 -1.752
C 2.198 0.065 -1.674
O 4.057 1.467 -0.480
O 4.214 1.159 -2.922
H 4.722 3.850 -2.927
H 4.021 5.457 -2.666
H 3.257 4.321 -3.782
H 3.484 3.874 -0.755
H 2.045 4.491 -1.567
H 1.581 0.234 -0.797
H 2.739 -0.875 -1.589
H 1.605 0.080 -2.584
C -4.171 -3.889 -0.329
C -5.431 -4.013 0.497
O -6.518 -3.202 -0.023
S -7.320 -3.770 -1.266
C -8.707 -2.697 -1.150
O -7.716 -5.118 -0.986
O -6.609 -3.494 -2.476
H -4.295 -4.331 -1.317
H -3.358 -4.407 0.171
H -3.903 -2.840 -0.461
H -5.775 -5.045 0.572
H -5.286 -3.629 1.505
H -9.222 -2.890 -0.213
H -9.348 -2.930 -1.998
H -8.356 -1.671 -1.208
C 2.578 10.382 -6.186
C 1.702 9.794 -5.104
O 1.197 8.478 -5.454
S 2.191 7.252 -5.295
C 0.989 5.973 -5.386
O 2.766 7.300 -3.983
O 3.055 7.176 -6.431
H 3.511 9.830 -6.290
H 2.813 11.417 -5.933
H 2.063 10.366 -7.146
H 2.224 9.720 -4.149
H 0.800 10.384 -4.956
H 0.320 6.058 -4.534
H 1.533 5.031 -5.358
H 0.451 6.071 -6.325
```

As for the spin multiplicity: 1. As for the SMILES: CC(C)CC[C@@]1(Br)OC(=O)OC1(CC(=O)O)CC(=O)O.CCOS(C)(=O)=O.CCOS(C)(=O)=O.CCOS(C)(=O)=O. For the highest occupied orbital energy, the calculation gives -10.663 eV. For the electronic energy, the calculation gives -5797.199944 Ha.